{"formula": "C11H7Cl2N3O3S5SbTc", "method": "wB97M-V/def2-TZVPD", "s2": 1.04, "max_force_ev_per_a": 4.03, "e_homo_ev": [-4.4, -4.4], "spin_multiplicity": 2, "orbital_gap_ev": [4.94, 5.47], "e_tot_ev": -110087.89728, "total_charge": -1, "lumo_energy_ev": [0.58, 1.12], "species": ["Tc", "O", "N", "C", "C", "C", "C", "C", "S", "H", "H", "H", "H", "S", "Sb", "S", "S", "S", "Cl", "C", "C", "C", "C", "C", "Cl", "C", "N", "H", "H", "H", "O", "N", "O"], "coordinates": [[6.734701, 10.280454, 8.709700], [6.846747, 11.106785, 10.542270], [7.969838, 11.084607, 11.263648], [7.840815, 11.338818, 12.608921], [9.015365, 11.325973, 13.356701], [10.279904, 11.311091, 12.768074], [10.357783, 11.136964, 11.381309], [9.148087, 10.984328, 10.600915], [9.040567, 10.789173, 8.842136], [6.853516, 11.326388, 13.093690], [8.928101, 11.293412, 14.458576], [11.167865, 11.434369, 13.459453], [11.320639, 10.966424, 10.905028], [5.058979, 12.423921, 4.522934], [6.881646, 11.921623, 5.780476], [6.507295, 9.474834, 6.408223], [6.755077, 12.599988, 8.023735], [8.891857, 11.936209, 4.770559], [8.369266, 6.956523, 7.079908], [8.096125, 6.485779, 8.662306], [8.485848, 5.192534, 9.156056], [8.090908, 4.738385, 10.471353], [7.062430, 5.440321, 11.111556], [6.604621, 6.712864, 10.667728], [5.395009, 7.635640, 11.501011], [7.225179, 7.317462, 9.512800], [6.917408, 8.550352, 9.114144], [9.071033, 4.526616, 8.562983], [8.505847, 3.872609, 11.024518], [6.606519, 4.983391, 12.020432], [3.720642, 8.894873, 7.547968], [4.250690, 9.896794, 7.334586], [4.931808, 10.494455, 8.842711]], "forces_ev_per_a": [[-1.01, -3.08, -0.99], [-0.60, 0.05, 1.35], [-0.55, 1.05, 0.36], [1.56, -1.37, 0.13], [-1.22, 0.38, 0.90], [0.58, -0.12, -0.58], [-0.69, -0.45, 0.57], [0.93, 0.03, -0.53], [1.94, -0.22, 1.79], [0.47, 0.11, -0.87], [-0.01, 0.38, -0.79], [-0.98, -0.38, -1.27], [-0.32, 0.35, -0.13], [0.16, 0.06, 0.29], [-0.65, -0.35, -1.19], [0.22, 1.68, 0.73], [-0.06, 0.76, -0.50], [0.19, 0.02, 0.26], [0.64, 0.11, -0.69], [-1.10, -2.13, 3.24], [-0.75, 1.34, 1.43], [-0.60, 1.24, -1.15], [-0.43, 0.61, 0.78], [1.46, -0.60, -0.91], [0.30, -0.40, -0.08], [0.47, -1.90, -0.75], [-0.11, 1.87, 0.72], [0.49, -0.04, -0.47], [-0.29, 0.40, -1.04], [0.43, 0.68, -0.70], [0.87, 2.24, -0.45], [-0.85, -2.02, 1.09], [-0.48, -0.31, -0.54]]}